Entry 1:
DFT (ωB97M-V/def2-TZVPD) results for a structure of composition C7H17N.

Its multiplicity is 1. As for the gap between HOMO and LUMO: 3.18 eV. The calculated total energy is -331.29624 a.u. The value obtained for the highest occupied orbital energy is -0.222 Ha.

Each line ends with the natural charge from an NBO analysis.
Element x y z (Å)
C 0.87 -1.02 -1.94  -0.477
C 1.45 -1.87 -3.55  -0.586
C -0.15 -0.04 -2.30  -0.317
N 0.01 0.78 2.86  -0.306
C 0.65 -0.55 2.85  -0.488
C -0.81 0.43 0.51  -0.663
C -1.12 0.91 1.90  -0.127
C -1.31 2.48 1.96  -0.620
H 1.70 -0.71 -1.37  0.210
H 0.81 -2.09 -1.33  0.219
H 0.39 -2.07 -3.80  0.207
H 2.19 -2.80 -3.49  0.228
H 1.86 -0.99 -4.10  0.205
H -1.04 -0.39 -2.63  0.173
H 0.30 0.81 -2.85  0.195
H 1.60 -0.67 3.34  0.205
H -0.10 -1.21 3.30  0.207
H 0.88 -1.09 1.89  0.186
H -0.08 1.09 0.01  0.225
H -0.38 -0.52 0.27  0.221
H -1.59 0.49 -0.18  0.230
H -2.05 0.45 2.35  0.220
H -2.23 2.61 2.61  0.201
H -0.46 2.85 2.57  0.240
H -1.35 3.14 1.11  0.211

=====

Entry 2:
DFT (ωB97M-V/def2-TZVPD) results for the molecule C7H17N2OP.

Its multiplicity is 1. As for the gap between HOMO and LUMO (alpha / beta): 7.97 / 7.51 eV. The calculated total energy is -802.88108 a.u. The value obtained for the highest occupied orbital energy (alpha / beta) is -0.294 / -0.275 Ha.

Each line ends with the natural charge from an NBO analysis.
Element x y z (Å)
C -0.99 1.97 0.73  -0.445
C 0.19 1.30 0.21  -0.253
C -2.26 1.70 0.06  -0.067
C 3.19 -0.74 1.07  -0.618
C -2.32 -0.97 -1.60  -1.057
C 2.43 -0.68 -0.29  -0.425
C 0.94 -0.98 -0.08  -0.249
N -2.66 -2.20 0.90  -1.211
N 0.26 -0.05 0.76  -0.521
O -2.83 0.54 0.58  -0.805
P -2.14 -0.92 0.20  1.905
H -1.02 1.84 1.87  0.233
H -0.74 2.96 0.53  0.214
H 0.15 1.40 -0.82  0.162
H 1.13 1.79 0.59  0.189
H -3.08 2.34 0.29  0.205
H -2.29 1.51 -1.04  0.166
H 2.54 -1.12 1.90  0.219
H 4.07 -1.33 0.95  0.203
H 3.64 0.21 1.30  0.202
H -1.70 -0.30 -2.30  0.274
H -2.59 -2.00 -1.89  0.280
H -3.27 -0.45 -1.69  0.258
H 2.88 -1.58 -0.84  0.210
H 2.65 0.28 -0.70  0.203
H 0.29 -0.96 -1.04  0.150
H 0.87 -2.00 0.30  0.198
H -2.74 -2.06 1.84  0.379

=====

Entry 3:
DFT (ωB97M-V/def2-TZVPD) results for the molecule C7H17N3OS.

Its multiplicity is 1. As for the gap between HOMO and LUMO: 9.14 eV. The calculated total energy is -914.58355 a.u. The value obtained for the highest occupied orbital energy is -0.310 Ha. The structure (SMILES) is [H]/N=C(/NCCS)NC[C@H](O)CC.

Each line ends with the natural charge from an NBO analysis.
Element x y z (Å)
H -1.00 1.83 2.38  0.342
N -1.52 1.58 1.52  -0.857
C -0.81 1.33 0.48  0.609
N -1.40 0.89 -0.65  -0.647
C -2.76 0.60 -0.74  -0.232
C -3.02 -0.92 -0.57  -0.548
S -1.96 -1.77 0.58  -0.063
N 0.56 1.33 0.52  -0.644
C 1.42 1.24 -0.69  -0.266
C 1.70 -0.24 -1.10  0.094
O 0.51 -0.98 -1.31  -0.763
C 2.71 -0.84 -0.01  -0.422
C 2.19 -1.26 1.31  -0.631
H -0.85 0.32 -1.28  0.422
H -3.26 1.16 0.05  0.243
H -3.11 1.01 -1.73  0.199
H -2.88 -1.42 -1.57  0.217
H -4.03 -1.17 -0.36  0.222
H -2.08 -0.75 1.50  0.173
H 0.97 1.85 1.28  0.398
H 2.36 1.78 -0.51  0.213
H 1.02 1.87 -1.51  0.204
H 2.35 -0.26 -2.03  0.188
H 0.17 -1.26 -0.40  0.501
H 3.24 -1.74 -0.41  0.211
H 3.46 0.03 0.22  0.196
H 3.03 -1.73 1.96  0.220
H 1.37 -2.01 1.20  0.203
H 1.65 -0.44 1.86  0.215